Computed, not measured: C46H60O5W as an isolated structure at a distorted geometry, with ωB97M-V/def2-TZVPD.

## Properties
Orbital gap in Ha: 0.21665
Strongest force on any atom in eV/Å: 1.208
ΔE to the lowest compared entry with this formula, charge and spin in kcal per mole: 6.0
Total charge: +4
Highest occupied orbital energy in eV: -19.2
Lowest unoccupied orbital energy in eV: -13.35
E_tot in hartree: -2230.6386

Each line ends with the Löwdin charge.
CARTESIAN COORDINATES (ANGSTROEM)
W (0.3321, 0.5101, -0.6308)  2.0839
C (-1.4144, -2.4112, -0.1110)  0.1229
O (-0.8245, -1.1576, -0.6433)  -0.2822
C (-0.9441, -0.8105, -2.0159)  -0.2588
C (-2.2370, -0.3026, -2.4170)  -0.0971
C (-3.2835, 0.1501, -1.4319)  -0.0263
C (-2.8743, 0.7438, -0.1098)  -0.1340
C (-3.7216, 0.6223, 0.9708)  0.0521
C (-3.5568, 1.3600, 2.1556)  -0.0952
C (-2.4678, 2.2457, 2.2213)  0.0654
C (-1.5808, 2.3673, 1.1794)  -0.1463
C (-0.4900, 3.3962, 1.1698)  -0.0348
C (0.9232, 2.9076, 1.3669)  -0.0854
C (1.8640, 3.8465, 1.6551)  0.0583
C (3.2275, 3.5365, 1.8735)  -0.0439
C (3.6343, 2.1890, 1.6957)  0.0841
C (2.7515, 1.1891, 1.4368)  -0.0983
C (3.2642, -0.2270, 1.5278)  -0.0271
C (2.5715, -1.3388, 0.7925)  -0.1318
C (2.6144, -2.6205, 1.3014)  0.0676
C (2.2119, -3.7391, 0.5577)  -0.0891
C (1.7323, -3.5164, -0.7502)  0.0508
C (1.6522, -2.2586, -1.2826)  -0.1464
C (1.2886, -2.0246, -2.7190)  -0.0331
C (-0.0695, -1.4283, -3.0075)  -0.0940
C (-0.4675, -1.3995, -4.3093)  0.0562
C (-1.7180, -0.8854, -4.7250)  -0.0444
C (-2.5556, -0.3023, -3.7387)  0.0874
C (-2.1279, -0.9870, -6.1639)  -0.5406
C (-2.0294, -2.4659, -6.6070)  -0.0030
C (-1.1218, -0.1378, -6.9864)  -0.0011
C (-3.5462, -0.4741, -6.4205)  -0.0372
C (2.0244, -1.1530, -0.4848)  -0.2873
O (2.0576, 0.1122, -1.1112)  -0.1774
C (2.3298, -5.1549, 1.0848)  -0.5488
C (0.9297, -5.7998, 1.0657)  -0.0216
C (2.8868, -5.2071, 2.5080)  -0.0426
C (3.2731, -5.9402, 0.1483)  -0.0092
C (1.3645, 1.5253, 1.1797)  -0.2426
O (0.4464, 0.4528, 1.3934)  -0.2925
C (0.0819, 0.0061, 2.7579)  0.1197
C (4.1791, 4.6086, 2.3055)  -0.5397
C (3.6107, 5.3214, 3.5541)  -0.0037
C (4.2659, 5.6251, 1.1308)  0.0019
C (5.5809, 4.0808, 2.6157)  -0.0375
C (-1.7537, 1.5748, 0.0354)  -0.2725
O (-0.8752, 1.8230, -1.0481)  -0.1919
C (-4.5742, 1.2320, 3.2740)  -0.5505
C (-5.9467, 1.6787, 2.7271)  -0.0108
C (-4.2197, 2.0977, 4.4846)  -0.0440
C (-4.6482, -0.2423, 3.7131)  -0.0226
H (-1.3795, -3.1377, -0.9152)  0.1308
H (-2.4305, -2.1880, 0.1997)  0.1137
H (-0.7964, -2.7218, 0.7237)  0.1095
H (-3.9624, -0.6892, -1.2521)  0.1565
H (-3.8997, 0.9020, -1.9330)  0.1637
H (-4.5890, -0.0207, 0.8691)  0.1368
H (-2.3429, 2.8777, 3.0921)  0.1319
H (-0.6969, 4.1565, 1.9216)  0.1541
H (-0.5215, 3.9126, 0.2063)  0.1565
H (1.5406, 4.8758, 1.7509)  0.1432
H (4.6738, 1.9308, 1.8515)  0.1354
H (3.3382, -0.4881, 2.5876)  0.1577
H (4.2989, -0.2207, 1.1712)  0.1662
H (3.0338, -2.7669, 2.2891)  0.1291
H (1.4615, -4.3631, -1.3711)  0.1404
H (1.3740, -2.9593, -3.2718)  0.1556
H (2.0362, -1.3541, -3.1520)  0.1554
H (0.1994, -1.8206, -5.0519)  0.1440
H (-3.5153, 0.0999, -4.0357)  0.1350
H (-1.0198, -2.8704, -6.5218)  0.0876
H (-2.3181, -2.5247, -7.6564)  0.1121
H (-2.7131, -3.0970, -6.0357)  0.1040
H (-0.0989, -0.5110, -6.9076)  0.0894
H (-1.1452, 0.9119, -6.6848)  0.0979
H (-1.4164, -0.1908, -8.0350)  0.1130
H (-4.2950, -1.0317, -5.8522)  0.1022
H (-3.7815, -0.6088, -7.4752)  0.1093
H (-3.6468, 0.5926, -6.2045)  0.0991
H (0.2340, -5.2621, 1.7178)  0.0891
H (1.0045, -6.8215, 1.4386)  0.1086
H (0.5097, -5.8516, 0.0581)  0.0836
H (2.2470, -4.6818, 3.2231)  0.0945
H (3.9015, -4.8059, 2.5671)  0.1004
H (2.9383, -6.2469, 2.8289)  0.1074
H (2.8805, -6.0243, -0.8668)  0.0879
H (3.3908, -6.9516, 0.5382)  0.1093
H (4.2628, -5.4810, 0.1048)  0.1040
H (0.1542, 0.8770, 3.3996)  0.1312
H (0.7780, -0.7759, 3.0470)  0.1127
H (-0.9380, -0.3590, 2.7080)  0.1108
H (2.6350, 5.7766, 3.3802)  0.0867
H (4.2991, 6.1200, 3.8307)  0.1120
H (3.5361, 4.6351, 4.4000)  0.1037
H (3.3126, 6.1204, 0.9392)  0.0908
H (4.6130, 5.1476, 0.2120)  0.0993
H (4.9927, 6.3899, 1.4065)  0.1128
H (5.5741, 3.3381, 3.4175)  0.1018
H (6.1984, 4.9106, 2.9559)  0.1089
H (6.0706, 3.6592, 1.7343)  0.0994
H (-5.9143, 2.7101, 2.3699)  0.1031
H (-6.6806, 1.6268, 3.5320)  0.1087
H (-6.3008, 1.0380, 1.9170)  0.0881
H (-4.2208, 3.1633, 4.2429)  0.0991
H (-3.2531, 1.8260, 4.9202)  0.0927
H (-4.9724, 1.9481, 5.2577)  0.1068
H (-4.9687, -0.9027, 2.9047)  0.0831
H (-5.3774, -0.3374, 4.5180)  0.1079
H (-3.6854, -0.5927, 4.0979)  0.0876
O (0.9850, 1.7182, -2.5021)  -0.0315
H (0.4803, 2.4548, -2.8841)  0.1315
H (1.8755, 1.7215, -2.8896)  0.1326


Computed, not measured: C46H61MnN9O2P as an isolated structure, with ωB97M-V/def2-TZVPD.

## Properties
Orbital gap (spin up / spin down) in Ha: 0.28642 / 0.29567
Strongest force on any atom in eV/Å: 0.354
ΔE to the lowest compared entry with this formula, charge and spin in kcal per mole: 0.0
Total charge: +1
Highest occupied orbital energy (spin up / spin down) in eV: -9.4 / -9.7
Multiplicity: 6
Lowest unoccupied orbital energy (spin up / spin down) in eV: -1.62 / -1.67
E_tot in hartree: -3925.1393

Each line ends with the Löwdin spin population.
CARTESIAN COORDINATES (ANGSTROEM)
Mn (0.0734, 0.0838, 0.2525)  4.6818
N (3.6843, 0.0533, 0.7330)  0.0017
C (3.1726, -1.2099, 1.0232)  0.0043
C (4.0473, -2.1148, 1.6386)  0.0014
C (3.5885, -3.3725, 1.9491)  0.0007
C (2.2760, -3.7062, 1.6282)  0.0007
C (1.4878, -2.7475, 1.0331)  0.0047
N (1.9083, -1.5019, 0.7463)  0.0362
C (3.2726, 1.0216, -0.1690)  0.0050
C (4.2398, 1.9610, -0.5627)  0.0002
C (3.9052, 2.9210, -1.4836)  0.0024
C (2.6174, 2.9242, -2.0155)  0.0001
C (1.7307, 1.9813, -1.5580)  0.0053
N (2.0242, 1.0507, -0.6290)  0.0255
H (4.6500, 0.1528, 0.9993)  0.0000
H (5.0686, -1.8244, 1.8490)  0.0002
H (4.2469, -4.0903, 2.4202)  0.0000
H (1.8714, -4.6879, 1.8291)  0.0002
H (0.4618, -2.9608, 0.7626)  0.0011
H (5.2394, 1.9078, -0.1512)  0.0001
H (4.6407, 3.6489, -1.8002)  0.0002
H (2.3087, 3.6448, -2.7593)  0.0000
H (0.7203, 1.9356, -1.9251)  0.0009
C (-2.5460, -0.4497, 6.6358)  0.0001
C (-1.8361, -1.7435, 6.3525)  0.0002
C (-2.0667, -2.8780, 7.1266)  0.0000
C (-1.4332, -4.0798, 6.8544)  0.0001
C (-0.5319, -4.1672, 5.8021)  0.0000
C (-0.2716, -3.0456, 5.0340)  0.0002
C (-0.9269, -1.8462, 5.2993)  0.0005
N (-0.6477, -0.7003, 4.4949)  0.0039
C (-0.8220, -0.6365, 3.1332)  0.0094
N (-1.6317, -1.5974, 2.6385)  0.0040
C (-1.9577, -2.0374, 1.3175)  0.0130
C (-1.3473, -1.5203, 0.1722)  0.0257
C (-1.6694, -2.1973, -1.0153)  0.0184
C (-2.5597, -3.2564, -1.0769)  0.0008
C (-3.1812, -3.6893, 0.0855)  0.0084
C (-2.8853, -3.0976, 1.3024)  0.0001
C (-3.5397, -3.6068, 2.5626)  -0.0003
N (-0.2677, 0.3053, 2.4149)  0.0388
C (0.3727, 1.3575, 3.1225)  0.0044
C (1.7595, 1.4612, 3.1077)  0.0051
C (2.4069, 2.5006, 3.7604)  -0.0002
C (1.6664, 3.4420, 4.4581)  0.0040
C (0.2817, 3.3424, 4.4750)  0.0000
C (-0.3860, 2.3223, 3.8038)  0.0034
C (-1.8862, 2.2867, 3.7543)  0.0005
H (-3.2369, -0.5649, 7.4688)  0.0000
H (-3.1132, -0.1205, 5.7638)  0.0000
H (-1.8456, 0.3493, 6.8882)  0.0000
H (-2.7663, -2.8156, 7.9512)  0.0000
H (-1.6396, -4.9475, 7.4666)  0.0000
H (-0.0252, -5.0996, 5.5914)  0.0000
H (0.4414, -3.0830, 4.2179)  0.0000
H (-0.1153, 0.0504, 4.9053)  0.0001
H (-1.9818, -2.2116, 3.3558)  0.0001
H (-1.1781, -1.8916, -1.9301)  0.0033
H (-2.7697, -3.7482, -2.0195)  0.0000
H (-3.8917, -4.5070, 0.0559)  0.0006
H (-4.2672, -4.3800, 2.3234)  0.0000
H (-4.0680, -2.8135, 3.0994)  -0.0001
H (-2.8179, -4.0520, 3.2568)  -0.0002
H (2.3288, 0.7087, 2.5796)  0.0006
H (3.4876, 2.5635, 3.7371)  -0.0001
H (2.1595, 4.2478, 4.9856)  0.0003
H (-0.3022, 4.0856, 5.0065)  -0.0001
H (-2.3062, 3.1887, 4.1999)  0.0000
H (-2.2997, 1.4264, 4.2840)  0.0002
H (-2.2098, 2.2201, 2.7154)  0.0001
C (-2.6380, -0.5094, -3.9269)  0.0002
C (-2.0025, 0.4257, -2.9208)  0.0015
O (-0.5803, 0.2477, -2.8329)  0.0135
H (-3.7173, -0.3520, -3.9603)  0.0000
H (-2.4543, -1.5495, -3.6615)  0.0000
H (-2.2477, -0.3322, -4.9330)  0.0001
H (-2.3803, 0.2357, -1.9164)  0.0012
H (-2.2309, 1.4660, -3.1636)  0.0000
H (-0.2334, 0.2092, -3.7315)  0.0002
O (-0.8499, 1.9729, -0.1132)  0.0521
P (-1.4622, 3.3131, -0.3619)  0.0083
N (-0.3826, 4.4837, 0.0051)  0.0015
C (-0.4980, 5.8970, -0.3675)  0.0003
C (-0.0233, 6.6197, 0.8868)  0.0001
C (1.1271, 5.7287, 1.3603)  0.0000
C (0.6691, 4.3024, 1.0250)  -0.0001
N (-1.9366, 3.6359, -1.9071)  0.0013
C (-3.2926, 4.0246, -2.3200)  0.0002
C (-3.0466, 4.9162, -3.5304)  0.0001
C (-1.8603, 4.2314, -4.2022)  0.0000
C (-0.9887, 3.7829, -3.0258)  0.0001
N (-2.8212, 3.4316, 0.5507)  0.0010
C (-3.7715, 2.3055, 0.6342)  0.0000
C (-4.8194, 2.8051, 1.6250)  0.0000
C (-4.8425, 4.3123, 1.3762)  0.0001
C (-3.3710, 4.6552, 1.1447)  0.0002
H (-1.5149, 6.1531, -0.6622)  0.0000
H (0.1616, 6.1324, -1.2112)  0.0000
H (-0.8259, 6.6356, 1.6279)  0.0000
H (0.2822, 7.6462, 0.6901)  0.0000
H (1.3400, 5.8390, 2.4225)  0.0000
H (2.0385, 5.9739, 0.8122)  0.0000
H (0.2667, 3.7909, 1.8975)  -0.0001
H (1.4874, 3.6964, 0.6308)  0.0000
H (-3.8187, 4.5332, -1.5143)  0.0000
H (-3.8843, 3.1466, -2.6065)  0.0000
H (-2.7682, 5.9200, -3.2002)  0.0000
H (-3.9190, 4.9974, -4.1761)  0.0000
H (-1.3195, 4.8745, -4.8941)  0.0000
H (-2.2089, 3.3586, -4.7594)  0.0000
H (-0.2266, 4.5292, -2.7839)  0.0000
H (-0.4839, 2.8420, -3.2472)  0.0000
H (-3.2622, 1.3957, 0.9575)  0.0001
H (-4.2292, 2.1041, -0.3414)  0.0000
H (-4.5004, 2.5967, 2.6479)  0.0000
H (-5.7877, 2.3327, 1.4698)  0.0000
H (-5.2736, 4.8815, 2.1981)  0.0000
H (-5.4214, 4.5306, 0.4757)  0.0000
H (-2.8646, 4.8835, 2.0884)  0.0000
H (-3.2544, 5.5208, 0.4886)  0.0000